The following is a quantum chemistry calculation of a 3-piece molecular cluster, C2H10N2O3 overall at a distorted geometry, from OMol25.

Results
relative energy (zero: lowest compared OMol25 entry of this formula, charge and spin) = 1.9567 eV
total energy = -417.40162 hartree
total charge = 0
spin multiplicity = 1
E_LUMO = 0.353 eV
SMILES = CNC(N)=O.O.O
orbital gap = 9.97 eV
HOMO level = -9.62 eV

XYZ file:
```
17
Properties=species:S:1:pos:R:3:lowdin_charge:R:1
C 0.770 -1.888 0.968 -0.039
N 0.172 -0.713 0.144 -0.010
C -1.281 -0.645 0.092 -0.616
N -1.817 0.365 -0.795 0.139
O -1.942 -1.373 0.673 0.122
H 1.167 -1.548 1.857 0.038
H 1.517 -2.296 0.396 0.045
H -0.037 -2.574 1.287 0.085
H 0.425 -0.929 -0.861 0.107
H -1.112 0.712 -1.398 0.017
H -2.588 0.975 -0.553 0.095
O 1.006 2.352 1.501 -0.146
H 0.281 2.829 1.031 0.030
H 0.534 1.481 1.899 0.100
O 1.017 0.729 -2.181 -0.070
H 1.663 1.287 -1.679 0.081
H 0.226 1.236 -2.380 0.023
```

---

The following is a quantum chemistry calculation of a 4-piece molecular cluster, C2H10N2O3 overall at a distorted geometry, from OMol25.

Results
relative energy (zero: lowest compared OMol25 entry of this formula, charge and spin) = 8.6033 eV
total energy = -417.15737 hartree
total charge = 0
spin multiplicity = 1
E_LUMO = -5.239 eV
orbital gap = 3.95 eV
HOMO level = -9.19 eV

XYZ file:
```
17
Properties=species:S:1:pos:R:3:lowdin_charge:R:1
O -1.925 1.466 0.243 0.038
C -1.811 0.284 0.586 -0.509
N -2.212 -0.800 -0.092 0.162
C 0.691 1.020 -0.921 -0.131
N 2.056 0.682 -0.990 0.144
H -1.370 0.098 1.569 0.123
H -2.511 -0.450 -1.012 0.068
H 0.475 1.993 -1.355 0.105
H 0.135 0.224 -1.452 0.113
H 2.672 1.465 -1.200 0.116
H 0.331 0.881 0.104 0.086
H 1.106 -1.563 0.608 -0.024
H -0.398 -1.627 0.370 -0.029
O 0.433 -1.899 -0.020 -0.064
H 2.977 -0.682 1.778 0.002
H 2.446 0.076 -0.199 0.041
O 2.215 -0.488 1.217 -0.241
```

---

The following is a quantum chemistry calculation of an isolated ion of composition C2H10N2P and charge +1 at a distorted geometry, from OMol25.

Results
relative energy (zero: lowest compared OMol25 entry of this formula, charge and spin) = 1.8217 eV
total energy = -532.77524 hartree
total charge = +1
spin multiplicity = 1
E_LUMO = -3.434 eV
SMILES = CP[C@H](N)[NH3+]
orbital gap = 10.18 eV
HOMO level = -13.61 eV

XYZ file:
```
15
Properties=species:S:1:pos:R:3:lowdin_charge:R:1
C 1.946 0.100 0.697 -0.393
P 1.099 0.270 -0.842 0.894
C -0.586 -0.270 -0.167 -0.582
N -1.268 -1.062 -1.011 0.007
N -1.377 1.149 0.228 0.156
H 2.959 0.491 0.558 0.041
H 2.000 -0.931 0.949 0.029
H 1.656 0.723 1.621 0.088
H 1.281 -1.028 -1.292 -0.034
H -0.369 -0.803 0.809 0.131
H -1.774 -1.930 -0.725 0.141
H -1.030 -0.990 -1.990 0.090
H -1.365 1.148 1.286 0.160
H -0.778 1.919 -0.086 0.106
H -2.394 1.213 -0.034 0.169
```

---

The following is a quantum chemistry calculation of a 2-piece molecular cluster, C2H10N3 overall at a distorted geometry, from OMol25.

Results
relative energy (zero: lowest compared OMol25 entry of this formula, charge and spin) = 1.4745 eV
total energy = -246.32822 hartree
total charge = 0
spin multiplicity = 2
E_LUMO (spin up / spin down) = 0.896 / 0.843 eV
orbital gap (spin up / spin down) = 4.16 / 9.49 eV
HOMO level (spin up / spin down) = -3.26 / -8.64 eV

XYZ file:
```
15
Properties=species:S:1:pos:R:3:lowdin_charge:R:1
C -1.752 1.071 -1.531 -0.168
N -0.637 0.836 -0.589 -0.117
H -2.545 0.384 -1.332 0.054
H -1.298 0.620 -2.480 0.097
H -2.118 2.098 -1.574 0.069
H -0.226 1.819 -0.479 0.103
H -1.019 0.836 0.380 0.083
H 0.647 -0.331 -0.547 0.040
N 1.216 -0.432 1.973 -0.013
C 1.256 -1.391 1.095 -0.527
N 1.179 -1.188 -0.184 -0.004
H 1.195 -0.452 3.063 0.136
H 1.291 0.531 1.574 0.069
H 1.540 -2.327 1.396 0.057
H 1.271 -2.074 -0.766 0.119
```

---

The following is a quantum chemistry calculation of C2H10N3 as an isolated structure at a distorted geometry, from OMol25.

Results
relative energy (zero: lowest compared OMol25 entry of this formula, charge and spin) = 5.1333 eV
total energy = -246.07000 hartree
total charge = +1
spin multiplicity = 1
E_LUMO = -3.531 eV
orbital gap = 9.92 eV
HOMO level = -13.45 eV

XYZ file:
```
15
Properties=species:S:1:pos:R:3:lowdin_charge:R:1
C -0.277 -0.573 0.776 -0.059
C -0.695 1.638 -0.061 0.007
N 0.174 -1.762 -0.620 0.066
N 1.416 0.520 -0.132 0.127
N 0.117 0.551 0.342 -0.295
H -1.306 -0.501 1.105 0.138
H 0.951 -2.594 -0.378 0.185
H 0.160 -1.143 1.484 0.090
H -0.669 2.343 0.673 0.070
H -0.619 2.039 -1.091 0.127
H -1.693 1.164 0.073 0.114
H 0.584 -1.646 -1.507 0.064
H -0.459 -2.628 -0.337 0.162
H 1.891 1.378 -0.068 0.100
H 1.912 -0.231 0.322 0.104
```

---

The following is a quantum chemistry calculation of a 3-piece molecular cluster, C2H10N3 overall at a distorted geometry, from OMol25.

Results
relative energy (zero: lowest compared OMol25 entry of this formula, charge and spin) = 5.5578 eV
total energy = -246.05439 hartree
total charge = +1
spin multiplicity = 1
E_LUMO (spin up / spin down) = -5.063 / -4.270 eV
orbital gap (spin up / spin down) = 9.71 / 9.43 eV
HOMO level (spin up / spin down) = -14.78 / -13.70 eV

XYZ file:
```
15
Properties=species:S:1:pos:R:3:lowdin_charge:R:1
C 0.119 -0.236 -1.601 -0.071
C 0.540 0.268 -0.395 -0.090
N 0.063 0.150 0.768 0.166
N 2.741 1.567 -0.183 0.130
N -2.082 -0.923 1.469 0.089
H 0.467 0.282 -2.619 0.162
H -0.918 -0.503 -1.723 0.094
H 0.605 -1.163 -1.882 0.109
H 0.704 0.460 1.529 0.152
H -0.865 -0.196 1.237 0.027
H 2.269 2.464 -0.219 -0.008
H 3.223 1.341 -1.031 -0.015
H -2.786 -0.851 0.725 0.104
H -1.669 -1.835 1.521 0.078
H -2.411 -0.825 2.404 0.074
```

---

The following is a quantum chemistry calculation of C2H10N3 as an isolated structure at a distorted geometry, from OMol25.

Results
relative energy (zero: lowest compared OMol25 entry of this formula, charge and spin) = 1.9381 eV
total energy = -246.18742 hartree
total charge = +1
spin multiplicity = 1
E_LUMO = -3.495 eV
orbital gap = 10.03 eV
HOMO level = -13.52 eV

XYZ file:
```
15
Properties=species:S:1:pos:R:3:lowdin_charge:R:1
C -0.684 1.344 1.817 -0.080
N 0.551 0.619 1.435 0.007
H -0.949 1.234 2.868 0.089
H -1.543 0.822 1.397 0.083
H -0.613 2.384 1.532 0.093
H 1.349 1.225 1.603 0.131
H 0.639 -0.220 2.003 0.132
H 0.538 0.211 0.223 0.107
N 0.601 -1.701 -2.319 0.190
C -0.274 -1.139 -1.544 -0.260
N -0.192 0.028 -0.908 -0.011
H 0.417 -2.541 -2.852 0.137
H 1.482 -1.247 -2.534 0.140
H -1.055 -1.841 -1.178 0.147
H -0.266 0.821 -1.542 0.094
```

---

The following is a quantum chemistry calculation of a 2-piece molecular cluster, C2H10N3O overall at a distorted geometry, from OMol25.

Results
relative energy (zero: lowest compared OMol25 entry of this formula, charge and spin) = 0.3726 eV
total energy = -321.51133 hartree
total charge = +1
spin multiplicity = 1
E_LUMO = -3.018 eV
orbital gap = 11.73 eV
HOMO level = -14.75 eV

XYZ file:
```
16
Properties=species:S:1:pos:R:3:lowdin_charge:R:1
C 0.701 -1.573 0.438 -0.028
N 1.083 -0.487 -0.463 0.054
C 0.291 0.455 -0.936 -0.441
N 0.850 1.517 -1.540 0.199
N -1.030 0.275 -1.017 0.220
H -0.133 -2.136 0.035 0.097
H 1.529 -2.267 0.542 0.100
H 0.442 -1.192 1.429 0.079
H 2.067 -0.294 -0.554 0.156
H 1.809 1.742 -1.300 0.133
H 0.280 2.324 -1.730 0.128
H -1.573 0.999 -1.456 0.133
H -1.456 -0.269 -0.281 0.098
H -2.402 0.103 2.291 0.062
H -0.950 0.625 2.594 0.059
O -1.507 0.178 1.949 -0.048
```

---

The following is a quantum chemistry calculation of a 2-piece molecular cluster, C2H10N3O overall at a distorted geometry, from OMol25.

Results
relative energy (zero: lowest compared OMol25 entry of this formula, charge and spin) = 2.7130 eV
total energy = -320.90235 hartree
total charge = +2
spin multiplicity = 2
E_LUMO (spin up / spin down) = -9.261 / -14.111 eV
orbital gap (spin up / spin down) = 10.70 / 5.78 eV
HOMO level (spin up / spin down) = -19.96 / -19.89 eV

XYZ file:
```
16
Properties=species:S:1:pos:R:3:lowdin_charge:R:1
C 0.329 2.342 1.304 0.119
N -0.386 1.239 0.457 0.205
C 0.343 0.261 -0.153 -0.347
N -0.261 -0.546 -1.031 0.337
N 1.678 0.270 0.107 0.234
H 0.705 2.063 2.225 0.099
H 1.310 2.324 0.715 0.125
H -0.191 3.227 1.372 0.095
H -1.388 0.991 0.461 0.197
H -1.245 -1.070 -0.711 0.210
H -0.232 -0.641 -2.069 0.212
H 2.371 -0.428 -0.237 0.185
H 1.990 0.863 0.951 0.166
H -2.182 -3.616 -0.784 0.186
H -0.641 -3.386 -0.724 0.095
O -1.468 -2.836 -0.604 -0.117
```

---

The following is a quantum chemistry calculation of a 3-piece molecular cluster, C2H10N6 overall at a distorted geometry, from OMol25.

Results
relative energy (zero: lowest compared OMol25 entry of this formula, charge and spin) = 5.8314 eV
total energy = -409.86403 hartree
total charge = +2
spin multiplicity = 1
E_LUMO (spin up / spin down) = -6.118 / -8.225 eV
orbital gap (spin up / spin down) = 10.42 / 5.89 eV
HOMO level (spin up / spin down) = -16.54 / -14.12 eV

XYZ file:
```
18
Properties=species:S:1:pos:R:3:lowdin_charge:R:1
C 5.590 -8.125 6.299 -0.044
C -5.389 3.282 -4.377 0.222
N 6.432 -7.363 6.037 0.068
N -4.195 5.939 -4.133 0.234
N 4.591 -8.882 6.480 0.224
N -2.568 7.402 -4.567 0.165
N 7.397 -6.548 6.240 0.133
N -3.080 6.165 -4.510 -0.145
H -4.357 3.007 -4.777 0.040
H -5.599 3.619 -3.258 0.069
H -6.342 3.268 -4.940 0.033
H 3.626 -8.604 6.547 0.153
H 4.540 -9.785 6.035 0.153
H -1.586 7.404 -4.804 0.140
H -3.024 8.213 -4.335 0.105
H 7.238 -5.774 5.537 0.175
H 7.269 -6.240 7.186 0.137
H -2.489 5.503 -4.844 0.136
```

---

The following is a quantum chemistry calculation of a 2-piece molecular cluster, C2H10NO overall at a distorted geometry, from OMol25.

Results
relative energy (zero: lowest compared OMol25 entry of this formula, charge and spin) = 1.3745 eV
total energy = -212.01972 hartree
total charge = 0
spin multiplicity = 2
E_LUMO (spin up / spin down) = 0.870 / 0.634 eV
orbital gap (spin up / spin down) = 4.30 / 11.59 eV
HOMO level (spin up / spin down) = -3.43 / -10.96 eV

XYZ file:
```
14
Properties=species:S:1:pos:R:3:lowdin_charge:R:1
C -0.141 -1.560 -0.120 -0.153
N 0.175 -1.058 1.301 -0.051
H 0.703 -1.801 1.790 0.060
H 0.689 -0.132 1.208 0.069
H -0.763 -0.684 1.764 0.039
H -0.766 -2.439 -0.139 0.072
H 0.681 -1.364 -0.748 0.061
H -0.880 -0.892 -0.388 -0.002
C -0.307 1.720 -0.967 -0.159
O 0.795 1.059 -0.309 -0.269
H 1.465 1.757 -0.069 0.107
H -1.045 1.768 -0.181 0.046
H -0.656 0.946 -1.686 0.078
H 0.052 2.680 -1.454 0.101
```

---

The following is a quantum chemistry calculation of a 2-piece molecular cluster, C2H10NO overall at a distorted geometry, from OMol25.

Results
relative energy (zero: lowest compared OMol25 entry of this formula, charge and spin) = 0.5400 eV
total energy = -211.93857 hartree
total charge = +1
spin multiplicity = 1
E_LUMO = -3.471 eV
orbital gap = 12.66 eV
HOMO level = -16.13 eV

XYZ file:
```
14
Properties=species:S:1:pos:R:3:lowdin_charge:R:1
C -1.451 1.442 0.890 -0.058
C -1.100 0.305 -0.068 -0.173
N 0.311 -0.208 0.193 0.180
H -2.469 1.788 1.009 0.093
H -1.098 1.126 1.875 0.083
H -0.775 2.250 0.590 0.089
H -1.838 -0.493 -0.072 0.129
H -1.023 0.629 -1.100 0.122
H 0.895 0.027 -0.608 0.139
H 0.377 -1.168 0.491 0.154
H 0.823 0.361 0.872 0.166
H 2.077 -2.690 -1.481 0.061
H 3.102 -1.610 -1.334 0.050
O 2.168 -1.761 -1.257 -0.034
```

---

The following is a quantum chemistry calculation of a 3-piece molecular cluster, C2H10NO3 overall at a distorted geometry, from OMol25.

Results
relative energy (zero: lowest compared OMol25 entry of this formula, charge and spin) = 1.3199 eV
total energy = -362.65888 hartree
total charge = -1
spin multiplicity = 1
E_LUMO = 4.343 eV
orbital gap = 8.44 eV
HOMO level = -4.10 eV

XYZ file:
```
16
Properties=species:S:1:pos:R:3:lowdin_charge:R:1
C -0.372 0.802 0.130 -0.429
O -0.702 -0.457 0.642 -0.323
C 0.645 0.861 -1.044 -0.301
N 2.040 0.436 -0.782 -0.082
H -0.083 1.448 1.003 0.106
H -1.271 1.235 -0.298 0.070
H 0.741 1.922 -1.752 0.135
H 0.202 -0.001 -1.730 0.115
H 2.050 -0.576 -0.773 0.028
H 2.196 0.559 0.305 0.082
H -1.706 -1.072 -0.678 0.024
H -3.163 -0.519 -0.546 0.015
O -2.558 -0.873 -1.222 -0.166
H 1.379 -1.410 1.962 0.029
H 0.372 -0.422 1.469 -0.114
O 1.181 -0.445 2.080 -0.189
```

---

The following is a quantum chemistry calculation of a 3-piece molecular cluster, C2H10NO3 overall at a distorted geometry, from OMol25.

Results
relative energy (zero: lowest compared OMol25 entry of this formula, charge and spin) = 0.4387 eV
total energy = -362.69127 hartree
total charge = -1
spin multiplicity = 1
E_LUMO = 4.232 eV
orbital gap = 7.98 eV
HOMO level = -3.75 eV

XYZ file:
```
16
Properties=species:S:1:pos:R:3:lowdin_charge:R:1
C 1.336 1.161 -0.880 -0.158
N 0.343 1.656 0.078 -0.126
C -0.924 0.886 -0.067 -0.472
O -0.894 -0.493 0.067 -0.352
H 1.148 0.113 -1.122 0.053
H 2.362 1.389 -0.594 0.062
H 1.146 1.659 -1.839 0.059
H 0.670 1.537 1.023 0.046
H -1.277 1.099 -1.096 0.088
H -1.656 1.278 0.649 0.084
H 0.277 -2.841 -1.246 0.015
H -0.452 -1.491 -1.534 -0.011
O -0.111 -2.315 -1.953 -0.125
H -0.224 -0.562 1.673 -0.004
H 0.408 0.416 2.712 -0.019
O 0.120 -0.492 2.627 -0.138
```

---

The following is a quantum chemistry calculation of a 3-piece molecular cluster, C2H10NO3 overall at a distorted geometry, from OMol25.

Results
relative energy (zero: lowest compared OMol25 entry of this formula, charge and spin) = 0.1281 eV
total energy = -362.57361 hartree
total charge = 0
spin multiplicity = 2
E_LUMO (spin up / spin down) = 0.698 / -2.946 eV
orbital gap (spin up / spin down) = 11.16 / 7.49 eV
HOMO level (spin up / spin down) = -10.47 / -10.44 eV

XYZ file:
```
16
Properties=species:S:1:pos:R:3:lowdin_charge:R:1
C -0.656 0.820 0.043 -0.260
O 0.423 0.018 0.208 -0.017
C -1.775 -0.146 -0.458 -0.221
N -1.601 -0.353 -1.920 0.001
H -0.541 1.531 -0.777 0.133
H -1.047 1.352 0.912 0.122
H -2.762 0.267 -0.240 0.118
H -1.770 -1.112 0.061 0.116
H -2.216 -1.130 -2.126 0.066
H -0.664 -0.755 -1.987 0.071
H 0.558 -0.516 1.856 -0.030
H 0.224 -0.185 3.296 0.030
O 0.513 -0.914 2.738 -0.070
H 3.112 0.070 -0.443 0.037
H 1.728 0.469 -0.730 -0.025
O 2.643 0.726 -0.974 -0.070
```

---

The following is a quantum chemistry calculation of a 4-piece molecular cluster, C2H10NO5 overall, from OMol25.

Results
relative energy (zero: lowest compared OMol25 entry of this formula, charge and spin) = 1.3132 eV
total energy = -513.22434 hartree
total charge = -1
spin multiplicity = 1
E_LUMO = 3.603 eV
orbital gap = 8.18 eV
HOMO level = -4.58 eV

XYZ file:
```
18
Properties=species:S:1:pos:R:3:lowdin_charge:R:1
O 2.178 0.497 -0.018 -0.050
C 1.207 -0.255 0.025 -0.375
N 0.134 -0.095 0.816 0.051
C -1.130 -0.905 0.579 -0.451
O -1.628 -0.816 -0.653 -0.279
H 1.116 -1.184 -0.565 0.135
H 0.024 0.873 1.105 0.130
H -1.791 -0.490 1.369 0.096
H -0.881 -1.910 0.973 0.093
H -2.060 2.264 -0.659 -0.013
H -2.247 0.647 -0.622 -0.015
O -2.600 1.560 -0.326 -0.141
H 4.100 0.992 2.722 0.013
H 2.927 0.972 1.704 -0.020
O 3.158 1.125 2.628 -0.079
H -0.416 -0.947 -2.400 -0.024
H -1.520 -1.106 -3.372 0.018
O -0.571 -1.221 -3.305 -0.090
```